One molecule with the formula C22H23FN2O6S. Source: OMol25; level of theory: ωB97M-V with the def2-TZVPD basis set.

ORCA input file:
```
! wB97M-V def2-TZVPD RIJCOSX def2/J DEFGRID3
* xyz 0 1
O 4.2549 -4.8432 2.7354
C 3.5944 -4.0259 3.2624
N 2.2609 -4.3245 3.6281
H 1.8892 -3.5730 4.1452
C 1.7609 -5.3519 3.0420
C 0.6088 -4.7086 2.3503
C 1.0340 -3.9765 1.3449
C 0.1307 -3.3816 0.2774
C -1.2044 -3.3759 0.6920
C -1.6809 -3.9252 1.8313
C -0.9501 -4.8417 2.6166
H -1.1382 -5.3970 3.4385
H -2.5634 -3.8625 2.0441
F -2.2179 -2.5774 0.0184
H 0.4806 -2.8059 -0.5962
H 2.0127 -4.0594 1.0085
H 1.1631 -5.8641 3.9814
H 2.2456 -6.0258 2.6639
C 4.0588 -2.7593 3.6413
H 3.7177 -2.4956 4.8741
H 5.3061 -2.7980 3.6758
O 3.6033 -1.8796 2.9878
C 2.3213 -1.4244 2.9030
O 1.5627 -1.7138 3.9147
C 2.0933 -0.6882 1.5132
C 0.8094 -0.1136 1.4239
C 0.5393 0.7397 0.3875
C -1.0904 0.5011 -0.0796
C -1.4223 1.2839 -0.9469
C -0.5699 2.1465 -1.7634
C 0.7077 2.0921 -1.5359
C 1.3443 1.3842 -0.4690
H 2.2417 1.5239 -0.1210
H 1.5457 2.8413 -2.0354
S -1.1229 2.9993 -3.1812
O -2.0352 2.0147 -4.1469
O -0.0654 3.7654 -3.8850
N -2.5185 3.9689 -2.2342
C -1.9226 5.0319 -1.7534
H -1.0199 4.6947 -1.2213
C -1.7953 6.4063 -2.6336
H -1.6401 7.1084 -1.9407
O -2.9141 6.4419 -3.3259
C -3.2525 5.3954 -4.0700
H -4.2806 5.4811 -4.6629
C -3.5811 4.2923 -3.3049
H -3.7552 3.3827 -3.7881
H -4.3447 4.5365 -2.5323
H -2.6458 5.0217 -5.0138
H -0.9849 5.9080 -3.3588
H -2.6184 5.2843 -1.0297
H -2.4849 1.2091 -1.4544
H -1.7085 0.0228 0.3720
H 0.0869 -0.4060 2.2099
H 2.9173 -0.0591 1.1666
*
```

Values from the calculation:
molecular weight	462.50	g/mol
Kohn-Sham gap	6.8432	eV
LUMO energy	-1.763	eV
structure (SMILES)	O=C(COC(=O)/C=C/c1ccc(S(=O)(=O)N2CCOCC2)cc1)NCc1ccc(F)cc1
calculated total energy	-1910.454524	hartree